# 1
Molecular formula: Br2Ni
Method: DFT, ωB97M-V with the def2-TZVPD basis set

The expectation value of S² is 2.008. The value obtained for the LUMO energy (spin up / spin down) is -1.745 / -2.960 eV. The HOMO energy (spin up / spin down) comes out at -0.3701 / -0.3741 Ha. The value obtained for the energy is -6656.32695 Ha. For the max |F|, the calculation gives 0.05232 Eh/bohr.

The geometry in ORCA input format:
```
! wB97M-V def2-TZVPD RIJCOSX def2/J DEFGRID3
* xyz 0 3
Ni 0.147 -0.995 0.042
Br 0.519 0.641 1.739
Br -0.666 0.354 -1.781
*
```

=====

# 2
Molecular formula: Br3H2PSi
Method: DFT, ωB97M-V with the def2-TZVPD basis set

The value obtained for the LUMO energy is -1.763 eV. The HOMO energy comes out at -0.3353 Ha. The value obtained for the energy is -8354.15376 Ha. For the max |F|, the calculation gives 0.05402 Eh/bohr.

The geometry in ORCA input format:
```
! wB97M-V def2-TZVPD RIJCOSX def2/J DEFGRID3
* xyz 0 1
Si -0.887 -0.165 0.506
P 2.079 0.143 -0.152
Br -2.127 -1.698 -0.543
Br -1.054 -0.240 2.783
Br -1.750 1.737 -0.348
H 1.587 1.130 -1.146
H 2.151 -0.908 -1.100
*
```

=====

# 3
Molecular formula: Br3HNP
Method: DFT, ωB97M-V with the def2-TZVPD basis set

The value obtained for the LUMO energy (spin up / spin down) is -1.881 / -2.797 eV. The HOMO energy (spin up / spin down) comes out at -0.3651 / -0.3771 Ha. The value obtained for the energy is -8118.64984 Ha. For the max |F|, the calculation gives 0.03416 Eh/bohr.

The geometry in ORCA input format:
```
! wB97M-V def2-TZVPD RIJCOSX def2/J DEFGRID3
* xyz 0 1
N -1.659 -0.504 -1.257
P -0.047 0.037 0.583
Br 1.039 -1.819 0.012
Br 1.215 0.228 2.613
Br 1.128 1.562 -0.530
H -1.677 0.495 -1.421
*
```

=====

# 4
Molecular formula: BrCd
Method: DFT, ωB97M-V with the def2-TZVPD basis set

The value obtained for the LUMO energy is -8.620 eV. The HOMO energy comes out at -0.5839 Ha. The value obtained for the energy is -2741.43392 Ha. For the max |F|, the calculation gives 0.00059 Eh/bohr.

The geometry in ORCA input format:
```
! wB97M-V def2-TZVPD RIJCOSX def2/J DEFGRID3
* xyz 1 1
Cd 0.442 0.501 0.977
Br -0.442 -0.501 -0.977
*
```

=====

# 5
Molecular formula: BrClFNO
Method: DFT, ωB97M-V with the def2-TZVPD basis set

The value obtained for the LUMO energy is -2.497 eV. The HOMO energy comes out at -0.3565 Ha. The value obtained for the energy is -3263.80439 Ha. For the max |F|, the calculation gives 0.07516 Eh/bohr.

The geometry in ORCA input format:
```
! wB97M-V def2-TZVPD RIJCOSX def2/J DEFGRID3
* xyz 0 1
N -0.341 -0.690 -0.640
O -1.141 0.138 -0.902
F 1.376 -0.484 1.517
Cl -1.653 1.469 0.301
Br 1.758 -0.432 -0.276
*
```

=====

# 6
Molecular formula: BrClHP
Method: DFT, ωB97M-V with the def2-TZVPD basis set

The value obtained for the LUMO energy is -3.333 eV. The HOMO energy comes out at -0.3611 Ha. The value obtained for the energy is -3376.07950 Ha. For the max |F|, the calculation gives 0.07443 Eh/bohr.

The geometry in ORCA input format:
```
! wB97M-V def2-TZVPD RIJCOSX def2/J DEFGRID3
* xyz 0 1
P 1.030 0.024 0.883
Cl 2.364 2.685 -0.166
Br 2.119 -1.540 -0.109
H 0.425 0.606 -0.092
*
```